(1)
C6H11ClSi | wB97M-V/def2-TZVPD

Structure (XYZ):
```
19
Properties=species:S:1:pos:R:3:forces:R:3
C 0.352 -2.124 1.724 -0.9238 1.0224 1.2075
Si 0.498 -0.720 0.532 -1.0532 -1.0096 -1.8163
C 0.061 0.914 1.206 0.8900 1.0116 0.7689
C -0.316 -1.086 -1.168 2.2683 2.0169 2.0042
C 1.257 -0.961 -1.165 -0.9095 1.8629 0.0101
H 1.293 -2.473 1.960 2.4399 -0.7813 0.5323
H 0.022 -1.679 2.707 -0.1719 -0.5780 -0.9979
H -0.180 -3.030 1.477 -0.6679 0.1376 -0.2765
H -0.558 1.235 0.433 -0.7911 0.9498 -1.7866
H -0.685 0.968 1.984 0.2512 -0.4641 0.9002
H 0.827 1.703 1.336 -0.3043 -0.6197 0.1188
H -0.601 -2.055 -1.354 -1.2084 -1.8935 -0.7072
H -0.728 -0.248 -1.678 -0.8424 0.0849 -0.4377
H 1.698 -1.891 -1.345 1.0031 -1.1578 -0.2704
H 1.609 -0.152 -1.851 0.0498 -0.7257 0.9201
C -0.723 2.596 -1.746 0.7247 -0.7615 -0.9650
C -1.367 3.203 -0.965 -1.7127 1.1748 2.2420
Cl -2.290 3.846 0.291 0.7426 -0.3069 -1.0973
H -0.171 1.956 -2.378 0.2156 0.0370 -0.3493
```
Positions in Å, forces in eV/Å.

Summary:
LUMO level in eV: 0.684
Frontier orbital gap in Ha: 0.333
Energy above the lowest of the compared OMol25 structures with the same formula, charge and spin in eV: 3.984
SMILES: C[Si]1(C)CC1.C#CCl

(2)
C6H11CsN2 | wB97M-V/def2-TZVPD

Structure (XYZ):
```
20
Properties=species:S:1:pos:R:3:forces:R:3
Cs -6.260 -5.452 -9.374 0.5597 -2.2846 4.5729
C -6.447 -3.408 -12.923 -1.7329 -0.3886 0.2022
C -6.512 -4.670 -12.013 -1.3582 1.8629 -1.7806
N -7.935 -5.250 -11.932 -1.6339 -1.8299 -1.7874
C -9.114 -4.560 -11.568 0.5787 -1.7315 0.0885
C -10.150 -5.482 -11.665 -0.7178 1.5336 -0.8377
N -9.778 -6.661 -12.268 5.7048 4.0224 1.8568
C -8.362 -6.477 -12.389 -2.0129 -0.5535 -0.0669
C -10.626 -7.730 -12.684 0.1530 -1.5901 -0.2670
H -5.471 -2.975 -13.141 0.0680 -0.4362 0.3531
H -7.087 -2.664 -12.448 0.2919 0.3762 -0.0183
H -6.969 -3.624 -13.855 0.3410 -0.1017 -0.2192
H -6.391 -4.340 -10.981 0.5638 0.9784 -3.0525
H -5.810 -5.390 -12.434 -0.1431 -0.4758 0.7173
H -9.022 -3.509 -11.338 -0.5692 -0.1445 0.2755
H -11.205 -5.282 -11.555 0.0542 0.0863 0.3201
H -7.781 -7.254 -12.863 0.3855 0.1933 0.1576
H -10.514 -7.791 -13.767 -0.8350 -0.0328 0.0154
H -11.623 -7.622 -12.255 -0.0130 0.4523 -0.5939
H -10.287 -8.685 -12.282 0.3157 0.0637 0.0642
```
Positions in Å, forces in eV/Å.

Summary:
Net charge: +2
LUMO level in eV: -7.160
Frontier orbital gap in Ha: 0.376
Energy above the lowest of the compared OMol25 structures with the same formula, charge and spin in eV: 3.027

(3)
C6H11CsO2 | wB97M-V/def2-TZVPD

Structure (XYZ):
```
20
Properties=species:S:1:pos:R:3:forces:R:3
C 2.586 -1.204 -0.159 -0.3745 0.2217 0.0773
C 1.297 -0.399 0.000 0.9449 -0.4125 -0.0864
C 0.171 -1.354 0.401 0.2693 0.7808 -0.3139
C -1.193 -0.937 -0.048 -0.2403 -1.2738 0.4226
O -1.702 0.261 0.565 0.3022 0.0790 -0.7540
C -1.316 1.408 -0.108 0.7198 -0.3577 2.6046
C -0.565 2.362 0.738 0.0954 -0.1179 0.8984
O -1.544 1.593 -1.242 -1.0062 -0.2322 -2.9783
H 3.453 -0.601 0.108 0.2128 0.0071 -0.1175
H 2.661 -1.533 -1.201 0.2305 -0.0716 -0.0706
H 1.464 0.353 0.770 -0.1938 0.1097 0.2158
H 1.026 0.172 -0.918 -0.3776 -0.0588 -0.1137
H 0.406 -2.312 -0.061 -0.0343 -0.2089 -0.0577
H 0.222 -1.502 1.474 -0.2077 -0.1552 0.1862
H -1.287 -0.891 -1.182 3.5707 1.4170 4.3702
H -1.895 -1.770 0.259 0.2197 0.8109 -0.1806
H -1.123 3.278 0.899 0.0052 0.2038 -0.1803
H 0.388 2.544 0.260 0.0630 0.2878 -0.2660
H -0.347 1.902 1.692 -0.0374 0.0333 0.2465
Cs -2.703 -1.368 -2.248 -4.1619 -1.0626 -3.9028
```
Positions in Å, forces in eV/Å.

Summary:
LUMO level in eV: -1.206
Frontier orbital gap in Ha: 0.095

(4)
C6H11F5GeSbSe4Tc | wB97M-V/def2-TZVPD

Structure (XYZ):
```
29
Properties=species:S:1:pos:R:3:forces:R:3
Tc 0.112 0.085 -0.139 0.5722 -0.4896 -0.5667
Se 2.855 -3.803 0.048 -0.2036 0.4489 -0.5105
Sb 2.211 -2.493 -1.791 0.5851 -1.0568 0.4342
Se -0.481 -1.837 -1.074 -0.2033 0.4501 0.2900
Se 2.281 0.132 -0.545 -0.5499 0.4435 0.3410
Se 2.417 -2.230 -4.065 -0.1130 0.1665 0.0159
F -1.077 -1.167 2.239 0.0337 0.0873 -0.0141
C -0.132 -0.267 1.977 0.0034 -0.1326 -0.0689
F 1.014 -0.625 2.551 -0.1218 0.0193 -0.0487
C -0.568 1.142 2.417 0.0031 0.1255 0.0612
F 0.306 1.981 1.787 0.0218 0.0328 0.0653
F -0.573 1.375 3.693 0.0299 -0.0734 -0.0084
F -1.775 1.374 1.881 -0.0437 0.0082 0.0712
C -2.297 0.064 -3.573 0.0512 0.0437 0.0899
Ge -2.664 1.086 -1.959 -0.1704 0.0049 -0.0124
C -3.714 0.172 -0.597 0.0656 0.0221 -0.0383
C -3.234 2.914 -2.300 0.0373 -0.0881 0.0406
C -0.772 1.503 -1.117 0.1284 -0.0937 -0.1269
H -3.243 -0.056 -4.103 -0.0384 0.0126 -0.0008
H -1.910 -0.939 -3.393 -0.0155 0.0081 0.0135
H -1.610 0.600 -4.227 -0.0070 0.0312 0.0043
H -4.709 -0.012 -1.003 -0.0128 0.0043 -0.0232
H -3.830 0.793 0.291 0.0030 0.0155 -0.0186
H -3.303 -0.795 -0.302 0.0041 0.0103 -0.0265
H -4.208 2.876 -2.790 -0.0124 -0.0184 -0.0050
H -2.542 3.436 -2.958 0.0217 -0.0140 -0.0120
H -3.344 3.474 -1.372 0.0065 -0.0106 0.0167
H -0.933 2.242 -0.317 0.0679 0.0300 0.0993
H -0.155 1.922 -1.918 -0.1431 0.0124 -0.0622
```
Positions in Å, forces in eV/Å.

Summary:
Net charge: +2
LUMO level (spin up / spin down) in eV: -11.351 / -11.235
Frontier orbital gap (spin up / spin down) in Ha: 0.170 / 0.178
Energy above the lowest of the compared OMol25 structures with the same formula, charge and spin in eV: 0.122

(5)
C6H11FIO3S | wB97M-V/def2-TZVPD

Structure (XYZ):
```
23
Properties=species:S:1:pos:R:3:forces:R:3
C -1.666 2.238 -0.035 2.1248 0.5839 1.4124
C -1.563 0.628 -0.283 2.4689 0.1126 2.0802
F -2.625 0.003 0.423 0.6934 0.0101 0.0560
C -0.230 -0.036 0.304 -0.8831 -1.7667 -0.2933
C -0.052 -1.393 -0.464 1.4962 0.8873 0.2776
C 1.057 -2.209 0.261 -0.5504 -0.0337 0.1282
C 2.207 -1.307 0.792 -0.2584 -1.0148 0.4009
O 2.495 -0.201 -0.074 -1.1881 0.3469 -0.1105
S 1.281 0.901 -0.002 -1.1265 2.1289 0.8008
O 1.496 1.786 1.113 0.5900 -0.9167 0.4455
O 1.165 1.593 -1.247 0.5465 -1.1202 -0.6041
H -2.552 2.469 0.581 0.2206 -0.3144 -0.3901
H -1.794 2.778 -1.082 1.7233 -0.0995 3.9052
H -0.785 2.659 0.510 -0.2823 -0.6588 0.0829
H -1.764 0.337 -1.452 2.3624 -0.7056 3.6886
H -0.372 -0.298 1.371 0.4652 0.6281 -0.2589
H -1.004 -1.930 -0.559 0.3351 0.2169 0.0186
H 0.351 -1.095 -1.451 -0.5876 -0.4279 0.1335
H 0.581 -2.667 1.151 0.3727 -0.0262 -0.3559
H 1.440 -3.016 -0.388 -0.1023 0.3343 0.2677
H 1.950 -0.953 1.807 0.1729 0.1028 -0.4404
H 3.130 -1.901 0.882 -0.2213 0.4076 -0.1405
I -2.745 1.612 -2.160 -8.3720 1.3249 -11.1044
```
Positions in Å, forces in eV/Å.

Summary:
Net charge: -1
LUMO level in eV: 2.867
Frontier orbital gap in Ha: 0.180

(6)
C6H11FN | wB97M-V/def2-TZVPD

Structure (XYZ):
```
19
Properties=species:S:1:pos:R:3:forces:R:3
C -0.778 -1.056 -2.156 0.6044 -0.5803 0.2284
C 0.193 -1.482 -1.300 -0.1061 -0.2099 -0.3470
C -0.033 -2.153 0.046 -0.4187 -1.3563 -0.3093
N -0.372 -1.241 1.102 0.2689 0.4525 -0.6315
C 0.431 -0.029 1.136 -0.6872 -0.7665 0.6011
C -0.378 1.176 0.616 0.3296 0.9980 0.4234
C 0.286 2.566 0.797 0.0126 -0.9150 -0.6418
F 1.658 2.443 1.091 -0.0381 0.2550 0.1440
H -1.502 -1.783 -2.512 -1.2097 0.5497 1.0266
H -0.809 -0.024 -2.491 0.5778 -0.3179 -1.2846
H 1.232 -1.348 -1.607 0.1466 1.6126 0.9260
H -0.892 -2.834 -0.085 -0.0026 -0.0676 0.1265
H 0.830 -2.823 0.282 0.2030 0.0851 -0.1480
H 0.625 0.192 2.200 0.2243 0.1434 -0.0253
H 1.417 -0.113 0.659 0.0304 0.1778 -0.1587
H -1.291 1.190 1.210 -0.1536 -0.1955 -0.0443
H -0.683 1.072 -0.419 0.1012 -0.2921 -0.1332
H -0.180 3.152 1.587 0.1658 0.0887 0.1045
H 0.245 3.096 -0.157 -0.0485 0.3383 0.1432
```
Positions in Å, forces in eV/Å.

Summary:
Net charge: -1
LUMO level in eV: 4.061
Frontier orbital gap in Ha: 0.201
Energy above the lowest of the compared OMol25 structures with the same formula, charge and spin in eV: 2.773

(7)
C6H11FN | wB97M-V/def2-TZVPD

Structure (XYZ):
```
19
Properties=species:S:1:pos:R:3:forces:R:3
C 1.804 -1.495 0.545 -2.5910 -1.6455 0.7751
C 0.581 -0.877 0.584 0.6682 -1.5750 -0.6155
C -0.076 0.113 -2.037 1.7588 -0.8103 3.1601
C -0.974 -1.080 -1.419 1.4555 1.2564 -2.5693
C 0.305 0.561 1.100 -1.0648 -0.9047 2.3556
C -0.679 -1.317 -0.053 0.8202 0.9421 0.9927
N 0.753 0.870 2.410 2.8052 -1.3545 -3.2420
F -1.657 -1.689 0.688 0.3426 -0.2270 0.2514
H 1.868 -2.631 0.240 0.1059 2.6509 0.3656
H -0.058 0.886 -1.248 -0.2456 -0.1074 -0.7424
H -0.323 0.600 -2.926 -1.1914 0.0811 -1.4809
H 1.022 -0.152 -2.114 -1.3625 -0.2287 -0.0012
H -0.683 -1.992 -1.923 0.6175 -0.8213 -0.2690
H -2.000 -1.066 -1.711 -1.0083 0.4315 0.4259
H -0.734 0.864 1.047 -0.4535 -0.2585 -0.2685
H 0.792 1.164 0.452 1.6746 1.8443 -2.4477
H 2.585 -1.074 1.181 0.1405 -0.0894 -0.6878
H 0.111 1.117 3.041 -2.5433 0.6599 3.1148
H 1.583 0.369 2.651 0.0714 0.1561 0.8831
```
Positions in Å, forces in eV/Å.

Summary:
Net charge: +1
LUMO level (spin up / spin down) in eV: -6.070 / -6.070
Frontier orbital gap (spin up / spin down) in Ha: 0.267 / 0.267
Energy above the lowest of the compared OMol25 structures with the same formula, charge and spin in eV: 2.328

(8)
C6H11FO | wB97M-V/def2-TZVPD

Structure (XYZ):
```
19
Properties=species:S:1:pos:R:3:forces:R:3
C -0.054 -1.599 -1.566 2.7792 -3.1431 3.2775
C -0.084 -1.140 -0.115 6.2569 4.1474 -7.3734
C -0.611 -1.554 0.903 -2.6417 -3.5582 4.4175
F -0.147 -1.254 2.107 0.1677 0.7273 1.9135
C 1.082 -0.033 -0.044 -3.0056 -2.7828 -5.1796
C 0.473 1.321 -0.341 0.3858 3.2960 -0.9206
C -0.813 1.920 0.519 2.2355 -1.6510 0.9672
O -0.455 1.485 1.899 -0.5269 7.3033 -1.4820
H -0.782 -2.318 -1.890 0.1074 -1.3737 0.4384
H 1.152 -1.891 -1.618 -3.5971 0.4384 -0.8757
H -0.364 -0.853 -2.143 -0.1156 3.7674 -2.6586
H -1.249 -2.381 0.938 -1.3314 -0.9594 0.1867
H 1.453 0.061 0.824 2.0574 0.4444 7.0368
H 2.083 -0.459 -0.533 -2.4188 1.4403 -0.2113
H 0.150 1.549 -1.356 0.2978 -0.6442 -0.5054
H 1.395 1.986 -0.211 -1.5401 -0.1199 0.0915
H -0.843 3.077 0.522 0.1112 -2.1277 -0.1534
H -1.813 1.462 0.159 1.6035 0.7652 0.6285
H -0.573 0.620 1.944 -0.8253 -5.9697 0.4024
```
Positions in Å, forces in eV/Å.

Summary:
LUMO level in eV: 0.848
Frontier orbital gap in Ha: 0.393
Energy above the lowest of the compared OMol25 structures with the same formula, charge and spin in eV: 4.360
SMILES: C/C(=C/F)CCCO

Going through the records in order, we get energy values of -984.75210; -364.23903; -405.60487; -12737.48122; -1256.53531; -389.69245; -389.44561; -410.15473 Ha.
Going through the records in order, we get maximum force values of 3.6; 7.2; 5.8; 1.3; 14.0; 1.9; 4.5; 10.5 eV/Å.